{"formula": "C5H8O2", "method": "ωB97M-V/def2-TZVPD", "e_lumo_ev": 0.957, "homo_ev": -9.79, "orbital_gap_ev": 10.75, "species": ["C", "O", "C", "C", "C", "C", "O", "H", "H", "H", "H", "H", "H", "H", "H"], "positions_angstrom": [[-1.25314, 0.63068, 0.40827], [-0.78553, 1.22951, -0.81894], [0.36382, 0.47015, -1.18252], [-0.01225, -0.95565, -0.84800], [-0.27385, -0.55721, 0.61354], [1.07893, 0.09608, 0.93975], [1.43785, 0.72932, -0.30128], [-2.31163, 0.33943, 0.31882], [-1.18382, 1.36047, 1.23018], [0.69894, 0.67137, -2.20171], [0.86502, -1.58238, -1.02694], [-0.88297, -1.33544, -1.38796], [-0.59536, -1.34151, 1.30413], [0.98887, 0.85918, 1.72148], [1.86512, -0.61402, 1.23119]], "atomic_forces_ev_per_a": [[0.0324, -0.2425, 0.2253], [0.2919, -0.0915, -0.0523], [-0.0923, -0.0304, -0.2744], [0.0027, -0.0607, -0.0682], [0.0071, 0.0170, 0.0750], [-0.0263, -0.0474, 0.2289], [-0.0113, 0.2217, -0.0066], [0.3364, -0.0424, -0.1829], [0.0658, -0.1644, -0.2445], [-0.3038, 0.3103, 0.2194], [-0.2336, -0.2016, 0.2946], [0.0892, 0.1356, 0.0957], [0.0096, 0.2415, -0.1024], [0.0295, -0.0991, -0.0802], [-0.1974, 0.0539, -0.1273]]}

{"formula": "C5H8O2", "method": "ωB97M-V/def2-TZVPD", "e_lumo_ev": 0.911, "homo_ev": -9.75, "orbital_gap_ev": 10.66, "species": ["C", "C", "O", "C", "C", "C", "O", "H", "H", "H", "H", "H", "H", "H", "H"], "positions_angstrom": [[-1.51889, -0.69404, -0.09108], [-0.45312, 0.39428, -0.10663], [-1.04081, 1.64260, -0.35004], [0.55127, 0.27461, 1.08090], [1.54627, -0.49947, 0.17325], [0.75487, 0.08235, -0.98896], [1.03958, 0.49156, -2.08570], [-2.27263, -0.43514, 0.65928], [-2.00881, -0.75839, -1.06716], [-1.10087, -1.67533, 0.15986], [-0.65147, 1.98103, -1.16933], [0.92904, 1.26286, 1.35388], [0.18632, -0.24741, 1.96887], [2.60515, -0.23450, 0.20414], [1.43410, -1.58500, 0.25872]], "atomic_forces_ev_per_a": [[-0.0320, -0.0684, -0.0068], [-0.0252, -0.2014, 0.0397], [0.0395, 0.0997, -0.1352], [-0.0636, 0.0941, 0.2443], [0.1488, -0.0831, -0.0340], [0.1259, 0.1358, -0.4794], [-0.1206, -0.2218, 0.5142], [0.1084, -0.0317, -0.0859], [0.0677, 0.0254, 0.1269], [-0.0347, 0.1564, -0.0379], [-0.0833, 0.0413, 0.0870], [-0.0312, -0.1423, -0.0337], [0.0385, 0.0863, -0.1457], [-0.1510, -0.0440, -0.0044], [0.0128, 0.1535, -0.0491]]}

{"formula": "C5H8O2", "method": "ωB97M-V/def2-TZVPD", "e_lumo_ev": 0.683, "homo_ev": -10.05, "orbital_gap_ev": 10.73, "species": ["C", "C", "C", "C", "C", "O", "O", "H", "H", "H", "H", "H", "H", "H", "H"], "positions_angstrom": [[1.25235, -1.23757, -0.31731], [0.31890, -0.07748, 0.02942], [-0.04412, 0.98510, -1.00310], [-0.99962, -0.44959, 0.67644], [-1.02659, 0.93116, 1.22433], [-1.77243, 1.65773, 1.77655], [0.64815, 0.82817, 1.10344], [1.50685, -1.81245, 0.58033], [0.75650, -1.92980, -1.01698], [2.18709, -0.91347, -0.78198], [-0.75599, 0.76727, -1.79178], [-0.69463, 1.65716, -0.31251], [0.85960, 1.51172, -1.34530], [-1.79742, -0.87117, 0.07072], [-0.85069, -1.00497, 1.60841]], "atomic_forces_ev_per_a": [[0.0460, 0.3233, 0.1283], [-0.3618, -0.0157, -0.2986], [-0.8941, 0.7493, 0.1883], [-0.1956, -0.3570, -0.1384], [0.9828, -0.5098, 2.1034], [1.4299, -0.2214, -0.6700], [-1.7847, 0.2119, 1.3634], [-0.0956, 0.1945, -0.0812], [0.0520, 0.3560, 0.1969], [-0.1290, 0.1032, 0.0620], [0.3481, -0.6000, -0.5663], [1.3446, -0.0459, -2.1343], [-0.5549, 0.0054, 0.0723], [-0.2926, 0.2503, 0.0818], [0.1048, -0.4442, -0.3077]]}

{"formula": "C5H8O2", "method": "ωB97M-V/def2-TZVPD", "e_lumo_ev": 0.782, "homo_ev": -8.71, "orbital_gap_ev": 9.50, "species": ["O", "C", "C", "C", "C", "C", "O", "H", "H", "H", "H", "H", "H", "H", "H"], "positions_angstrom": [[-2.14860, -2.01465, 0.55159], [-1.96322, -0.89851, 0.26003], [-1.95428, 0.40404, -0.07199], [-0.56401, 1.02355, -0.08822], [0.16737, -0.29903, 0.11723], [1.61548, -0.50424, -0.20772], [2.35956, 0.37126, 0.62363], [-2.91594, 0.88600, -0.14657], [-0.39488, 1.77529, 0.69100], [-0.26614, 1.44460, -1.05759], [0.07640, -0.55862, 1.19412], [-0.54789, -0.75447, -0.67166], [1.91683, -1.54011, 0.01797], [1.79870, -0.33246, -1.27398], [2.82062, 0.99736, 0.06216]], "atomic_forces_ev_per_a": [[-0.0890, 0.5524, -0.1996], [-1.7869, 0.2032, 0.1652], [-0.5134, 0.1345, 0.4680], [-0.0713, 0.0216, -0.0430], [0.2539, -0.0818, -0.4827], [-0.0412, -0.0047, -0.2650], [0.4993, 0.1756, -0.0849], [-0.0483, 0.1988, 0.1110], [-0.0905, -0.1778, -0.1136], [-0.3306, 0.0899, 0.0900], [-0.4105, -0.3138, -0.7999], [2.5467, -1.2330, 1.0824], [-0.1580, 0.2709, -0.1022], [0.1559, 0.0927, 0.0662], [0.0840, 0.0713, 0.1081]]}

{"formula": "C5H8O2", "method": "ωB97M-V/def2-TZVPD", "e_lumo_ev": 0.787, "homo_ev": -8.80, "orbital_gap_ev": 9.58, "species": ["O", "C", "C", "C", "C", "C", "O", "H", "H", "H", "H", "H", "H", "H", "H"], "positions_angstrom": [[1.20147, 2.44965, 1.09213], [0.89462, 1.36253, 1.39403], [0.55032, 0.14218, 1.74939], [-0.50527, -0.65515, 1.00455], [-1.12125, 0.13252, -0.11881], [-0.83769, -0.10489, -1.39647], [-1.35777, 0.63995, -2.40993], [1.06451, -0.27254, 2.61080], [-1.27778, -0.97114, 1.71811], [-0.05305, -1.57632, 0.61211], [-1.77781, 0.96432, 0.13090], [-0.17412, -0.91949, -1.68946], [-0.89889, 0.42068, -3.22735], [2.27885, -0.99651, -1.02621], [2.01385, -0.61578, -0.44378]], "atomic_forces_ev_per_a": [[-0.2280, -0.9055, 0.2308], [0.1417, 0.5563, -0.1105], [0.0640, 0.1980, 0.0095], [-0.0226, -0.0855, -0.0528], [0.0197, -0.0181, -0.2318], [0.0797, -0.1241, 0.4370], [0.0263, 0.0013, -0.1789], [-0.0576, 0.0987, -0.0796], [0.1060, 0.0548, -0.1157], [-0.0697, 0.1528, 0.0276], [0.0858, -0.0865, -0.0348], [-0.1166, 0.1437, 0.0451], [-0.1242, 0.0383, 0.0640], [0.0327, 0.0125, 0.0445], [0.0628, -0.0367, -0.0543]]}

{"formula": "C5H8O2", "method": "ωB97M-V/def2-TZVPD", "e_lumo_ev": 0.489, "homo_ev": -9.94, "orbital_gap_ev": 10.43, "species": ["O", "C", "C", "C", "C", "C", "O", "H", "H", "H", "H", "H", "H", "H", "H"], "positions_angstrom": [[2.45105, -0.76703, 0.83990], [2.11606, -1.42114, -0.11991], [-0.49706, 0.41809, 0.66519], [-1.62450, 1.12874, 0.50027], [-2.33854, 0.13303, -0.40214], [-1.00441, -0.64322, -0.24687], [-0.56830, -1.65700, -0.73170], [2.54897, 1.44695, 0.13164], [1.86669, -2.49190, -0.03913], [2.03751, -0.98055, -1.13161], [0.42845, 0.55729, 1.21083], [-1.93459, 2.09852, 0.87508], [2.30311, 2.08504, -0.16623], [-2.57397, 0.45718, -1.42113], [-3.21047, -0.36400, 0.03579]], "atomic_forces_ev_per_a": [[-0.1558, -0.3815, -0.4247], [0.1680, 0.1129, 0.3037], [0.0062, 0.1173, 0.0695], [0.0609, 0.0421, 0.0812], [-0.1542, -0.0360, -0.1053], [0.1538, -0.3908, -0.1843], [-0.2213, 0.4578, 0.2317], [-0.0311, 0.0965, -0.0381], [0.0808, 0.0806, -0.0014], [0.0295, -0.0059, 0.1208], [-0.1868, 0.0384, -0.0821], [0.0313, -0.1450, -0.0321], [0.0430, -0.0111, -0.0080], [0.0511, -0.0283, 0.1355], [0.1246, 0.0530, -0.0663]]}

{"formula": "C5H8O2", "method": "ωB97M-V/def2-TZVPD", "e_lumo_ev": 0.778, "homo_ev": -8.81, "orbital_gap_ev": 9.59, "species": ["C", "C", "O", "C", "C", "C", "O", "H", "H", "H", "H", "H", "H", "H", "H"], "positions_angstrom": [[0.31891, 0.23474, -1.80010], [-0.51040, -0.53049, -0.82317], [0.19195, -1.64692, -0.28607], [0.21343, -1.09581, 1.00458], [0.78627, 0.36769, 1.09552], [-0.63095, 0.09689, 0.86663], [-1.82507, 0.55102, 1.38442], [0.98810, 0.95792, -1.08124], [1.15827, -0.31102, -2.24068], [-0.26226, 0.79125, -2.54985], [-1.56837, -0.69983, -1.01150], [0.30054, -1.84054, 1.79158], [1.25489, 0.90398, 0.14080], [1.35101, 0.71812, 1.95600], [-1.76632, 1.50302, 1.55307]], "atomic_forces_ev_per_a": [[1.1366, 1.7065, 1.3215], [-0.4678, 1.5158, 1.9775], [-0.0620, -0.1098, 0.1706], [0.3779, -0.0817, 0.4111], [1.1541, 0.8691, -1.5598], [0.1291, -0.4166, -2.5392], [0.3484, -0.0472, 0.1571], [-1.7288, -0.8847, -2.5935], [-0.5958, -0.4232, -0.1639], [0.3448, -0.1183, 0.3373], [0.1309, -0.4000, -0.5999], [0.1897, 0.4165, 0.1860], [-0.3098, -1.3862, 2.6078], [-0.7569, -0.3339, 0.3953], [0.1094, -0.3063, -0.1077]]}

{"formula": "C5H8O2", "method": "ωB97M-V/def2-TZVPD", "e_lumo_ev": 1.061, "homo_ev": -9.17, "orbital_gap_ev": 10.23, "species": ["C", "C", "O", "C", "C", "C", "O", "H", "H", "H", "H", "H", "H", "H", "H"], "positions_angstrom": [[1.57044, -0.35519, -0.06063], [1.03298, 0.98161, -0.55568], [-0.24712, 0.87839, -1.15804], [-1.16529, -0.02549, -0.57997], [-1.57917, 0.11796, 0.86258], [-0.68877, -1.03537, 0.42924], [0.67285, -1.03703, 0.80370], [1.86213, -0.98097, -0.92106], [2.47564, -0.14100, 0.52384], [1.02960, 1.72434, 0.26050], [1.73046, 1.33984, -1.32544], [-1.90447, -0.28670, -1.33859], [-1.08075, 0.91310, 1.40773], [-2.61278, -0.04441, 1.17741], [-1.09572, -2.04908, 0.47441]], "atomic_forces_ev_per_a": [[-0.0156, 0.2479, -0.1843], [0.1928, -0.1438, 0.2124], [-0.0718, -0.1962, -0.0551], [0.1215, 0.0493, -0.0824], [0.1212, 0.1353, 0.0554], [0.1521, -0.0069, -0.0622], [-0.1996, 0.2285, 0.1784], [-0.2610, 0.0158, 0.2000], [-0.2089, -0.2287, -0.0902], [-0.1499, -0.2171, -0.1185], [-0.3137, 0.0474, 0.1149], [0.2012, -0.0744, 0.3435], [0.0330, -0.1007, -0.0065], [0.3600, -0.1279, -0.2598], [0.0389, 0.3717, -0.2456]]}

Energy above the lowest of the compared OMol25 structures with the same formula, charge and spin per entry: 21.6; 22.4; 56.7; 69.5; 63.9; 82.0; 103.3; 52.1 kcal per mole